1 | 2 unconnected molecules or ions with the total composition C4H15N3O, computed with ωB97M-V/def2-TZVPD.

## Properties
HOMO-LUMO gap = 9.406 eV
HOMO = -8.6 eV
SMILES = NCCNCCN.O
charge = 0
LUMO level = 0.852 eV

Each atom is followed by the atoms it is bonded to, with distances in Å.
Geometry (Å):
1 C 1.3311 1.2632 0.0024  N2 1.456, C6 1.519, H8 1.098, H9 1.097
2 N 0.7396 -0.0399 -0.2678  C1 1.456, C3 1.455, H10 1.010
3 C 0.8822 -1.0239 0.7939  N2 1.455, C4 1.525, H11 1.099, H12 1.099
4 C 0.2629 -2.3458 0.3509  C3 1.525, N5 1.484, H13 1.089, H14 1.093
5 N -1.1596 -2.4021 0.7713  C4 1.484, H15 1.015, H16 1.015
6 C 0.8633 2.2408 -1.0616  C1 1.519, N7 1.474, H17 1.095, H18 1.092
7 N -0.5377 2.6975 -1.0430  C6 1.474, H19 1.013, H20 1.021
8 H 2.4284 1.2876 -0.0182  C1 1.098
9 H 1.1038 1.5652 1.0320  C1 1.097
10 H -0.2510 0.0163 -0.4559  N2 1.010
11 H 0.4965 -0.5958 1.7293  C3 1.099
12 H 1.9446 -1.2222 0.9919  C3 1.099
13 H 0.2489 -2.4118 -0.7356  C4 1.089
14 H 0.9132 -3.1496 0.7065  C4 1.093
15 H -1.6378 -3.1568 0.2892  N5 1.015
16 H -1.1969 -2.7306 1.7306  N5 1.015
17 H 1.0092 1.7259 -2.0165  C6 1.095
18 H 1.5347 3.0960 -1.1624  C6 1.092
19 H -0.6280 3.2320 -0.1868  N7 1.013
20 H -1.0778 1.8844 -0.7419  N7 1.021
21 H -2.7102 0.4062 -0.8768  O23 0.947
22 H -2.2217 -0.6409 0.1807  O23 0.971
23 O -2.3376 0.3042 -0.0122  H21 0.947, H22 0.971

2 | 2 unconnected molecules or ions with the total composition C4H15N3O, computed with ωB97M-V/def2-TZVPD.

## Properties
HOMO-LUMO gap = 9.304 eV
HOMO = -8.8 eV
SMILES = NCC[C@H](N)CN.O
charge = 0
LUMO level = 0.552 eV

Each atom is followed by the atoms it is bonded to, with distances in Å.
Geometry (Å):
1 N -0.0971 0.9977 -1.6698  C2 1.508, H8 0.946, H9 1.066
2 C 0.2619 0.2149 -0.4324  N1 1.508, C3 1.573, C6 1.532, H10 1.115
3 C 1.1122 -1.0346 -0.8684  C2 1.573, C4 1.518, H11 1.134, H12 1.071
4 C 0.3756 -2.3223 -0.5471  C3 1.518, N5 1.493, H13 1.052, H14 1.124
5 N 0.2667 -2.7126 0.8893  C4 1.493, H15 1.061, H16 1.059
6 C 1.0114 1.0859 0.5809  C2 1.532, N7 1.510, H17 1.082, H18 1.151
7 N 0.2866 2.4076 0.6645  C6 1.510, H19 0.970, H20 0.946
8 H 0.6275 1.4955 -2.0180  N1 0.946
9 H -0.4233 0.3260 -2.4308  N1 1.066
10 H -0.6997 0.0593 0.1108  C2 1.115
11 H 2.1545 -1.1565 -0.4386  C3 1.134
12 H 1.4622 -0.8906 -1.8704  C3 1.071
13 H -0.5462 -2.2965 -1.0532  C4 1.052
14 H 0.9045 -3.2186 -0.9720  C4 1.124
15 H -0.7406 -2.5249 1.1638  N5 1.061
16 H 0.8892 -2.1037 1.4926  N5 1.059
17 H 1.0190 0.6737 1.5817  C6 1.082
18 H 2.1254 1.2156 0.3230  C6 1.151
19 H 0.0053 2.6572 -0.2293  N7 0.970
20 H -0.5094 2.3986 1.1752  N7 0.946
21 H -2.9075 0.8513 1.9646  O23 0.964
22 H -2.7830 1.9630 0.9247  O23 1.001
23 O -2.5423 1.0048 1.0861  H21 0.964, H22 1.001

3 | 2 unconnected molecules or ions with the total composition C4H15N3O, computed with ωB97M-V/def2-TZVPD.

## Properties
HOMO-LUMO gap = 10.029 eV
HOMO = -9.3 eV
SMILES = NCCCNCN.O
charge = 0
LUMO level = 0.681 eV

Each atom is followed by the atoms it is bonded to, with distances in Å.
Geometry (Å):
1 C 0.7101 0.2983 0.8662  C2 1.575, N5 1.446, H8 1.096, H9 1.143
2 C 0.9430 -1.2372 1.1269  C1 1.575, C3 1.486, H10 1.193, H11 1.101
3 C 1.3502 -2.1550 0.0313  C2 1.486, N4 1.505, H12 1.081, H13 1.153
4 N 2.1898 -1.8161 -1.1714  C3 1.505, H14 1.003, H15 1.038
5 N -0.1835 0.7711 -0.1673  C1 1.446, C6 1.508, H16 1.050
6 C -0.2520 2.2513 -0.4477  N5 1.508, N7 1.502, H17 1.148, H18 1.117
7 N -1.5398 2.7181 -1.0639  C6 1.502, H19 0.951, H20 1.036
8 H 1.7328 0.6912 0.8726  C1 1.096
9 H 0.1348 0.6315 1.7959  C1 1.143
10 H -0.1266 -1.5751 1.5321  C2 1.193
11 H 1.5521 -1.3461 2.0382  C2 1.101
12 H 0.5122 -2.5583 -0.5197  C3 1.081
13 H 1.9881 -2.9592 0.5556  C3 1.153
14 H 3.0646 -1.4105 -0.8969  N4 1.003
15 H 1.7779 -1.2287 -1.9220  N4 1.038
16 H 0.0279 0.2670 -1.0643  N5 1.050
17 H -0.2106 2.9223 0.4832  C6 1.148
18 H 0.6274 2.4259 -1.1132  C6 1.117
19 H -2.2204 2.3580 -0.5057  N7 0.951
20 H -1.7776 2.2441 -1.9535  N7 1.036
21 H -2.2551 -1.1026 1.4398  O23 0.935
22 H -2.1340 -0.2227 0.3147  O23 0.964
23 O -2.8084 -0.7241 0.7876  H21 0.935, H22 0.964

4 | 2 unconnected molecules or ions with the total composition C4H15N3O, computed with ωB97M-V/def2-TZVPD.

## Properties
HOMO-LUMO gap = 9.667 eV
HOMO = -9.0 eV
SMILES = C[C@@H](N)CNCN.O
charge = 0
LUMO level = 0.660 eV

Each atom is followed by the atoms it is bonded to, with distances in Å.
Geometry (Å):
1 C -0.9681 1.1811 -0.6565  N2 1.459, C5 1.589, H8 1.129, H9 1.119
2 N -0.6590 0.4978 -1.9084  C1 1.459, C3 1.445, H10 1.085
3 C 0.6961 0.1964 -2.3099  N2 1.445, N4 1.498, H11 1.200, H12 1.119
4 N 1.3114 -1.0359 -1.7216  C3 1.498, H13 0.981, H14 1.026
5 C -1.3965 0.3581 0.6339  C1 1.589, C6 1.586, N7 1.513, H15 1.123
6 C -1.2357 -1.2169 0.5460  C5 1.586, H16 1.105, H17 1.177, H18 1.071
7 N -0.7192 0.7021 1.9423  C5 1.513, H19 1.053, H20 0.961
8 H -1.8541 1.7925 -0.9967  C1 1.129
9 H -0.0795 1.7573 -0.2959  C1 1.119
10 H -1.3180 -0.3625 -1.9562  N2 1.085
11 H 1.4015 1.1193 -2.0089  C3 1.200
12 H 0.7996 0.1461 -3.4232  C3 1.119
13 H 2.2858 -1.0748 -1.8285  N4 0.981
14 H 0.7660 -1.2763 -0.8865  N4 1.026
15 H -2.4636 0.7018 0.6919  C5 1.123
16 H -1.3014 -1.9186 1.3972  C6 1.105
17 H -2.2588 -1.5141 0.0469  C6 1.177
18 H -0.4868 -1.5160 -0.1588  C6 1.071
19 H 0.3110 0.8025 1.7483  N7 1.053
20 H -0.9737 0.2496 2.7507  N7 0.961
21 H 2.4497 -1.1719 2.3575  O23 1.039
22 H 1.5471 -0.0443 2.5337  O23 0.906
23 O 2.3835 -0.2438 2.8202  H21 1.039, H22 0.906

What are the relative energies? In kcal/mol: 1 0.0; 2 26.1; 3 30.7; 4 59.0.

1 | A single C3H3BrCl2 molecule, computed with ωB97M-V/def2-TZVPD.

## Properties
HOMO-LUMO gap = 10.685 eV
HOMO = -10.2 eV
SMILES = Cl[C@H]1C[C@]1(Cl)Br
charge = 0
LUMO level = 0.459 eV

Each atom is followed by the atoms it is bonded to, with distances in Å.
Geometry (Å):
1 C 0.1887 0.0318 -0.5730  C2 1.460, C3 1.493, H7 1.039, H8 1.069
2 C 0.2199 0.8125 0.6605  C1 1.460, C3 1.531, Cl4 1.903, H9 1.000
3 C 1.4844 0.6671 -0.1898  C1 1.493, C2 1.531, Cl5 1.795, Br6 1.900
4 Cl -0.6423 2.4609 1.0617  C2 1.903
5 Cl 1.9267 2.1157 -1.1527  C3 1.795
6 Br 2.8549 -0.4939 0.4310  C3 1.900
7 H 0.1280 -1.0036 -0.6298  C1 1.039
8 H -0.3811 0.4727 -1.3626  C1 1.069
9 H 0.2803 0.2539 1.4873  C2 1.000

2 | 2 unconnected molecules or ions with the total composition C3H3BrCl2, computed with ωB97M-V/def2-TZVPD.

## Properties
HOMO-LUMO gap (alpha / beta) = 7.952 / 7.949 eV
HOMO (alpha / beta) = -9.9 / -9.9 eV
charge = 0
LUMO level (alpha / beta) = -1.920 / -1.922 eV

Each atom is followed by the atoms it is bonded to, with distances in Å.
Geometry (Å):
1 C -0.0443 -0.1077 -0.5345  C2 1.496, C3 1.428, H7 1.108, H8 1.099
2 C -1.0465 0.1568 0.5439  C1 1.496, C3 1.454, Cl4 1.723, H9 1.146
3 C -0.9032 1.0311 -0.6088  C1 1.428, C2 1.454, Br6 1.831
4 Cl -2.3356 -0.9829 0.6248  C2 1.723
5 Cl -2.3934 0.2781 -2.4846  no bonds
6 Br -0.6533 2.7691 -1.1269  C3 1.831
7 H 1.0508 -0.1431 -0.3673  C1 1.108
8 H -0.3797 -0.9802 -1.1129  C1 1.099
9 H -0.9261 0.4789 1.6369  C2 1.146

What are the relative energies? In kcal/mol: 1 0.0; 2 44.3.

1 | 3 unconnected molecules or ions with the total composition C3H11NO2, computed with ωB97M-V/def2-TZVPD.

## Properties
HOMO-LUMO gap = 7.120 eV
HOMO = -7.5 eV
SMILES = C=CCN.O.O
charge = 0
LUMO level = -0.333 eV

Each atom is followed by the atoms it is bonded to, with distances in Å.
Geometry (Å):
1 N 3.0103 2.9619 2.5351  C2 1.520, H5 0.987, H6 1.038
2 C 2.0145 2.3123 1.5887  N1 1.520, C4 1.431, H7 1.162, H8 1.052
3 C -0.1438 2.3639 2.7623  C4 1.332, H9 1.109, H10 1.089
4 C 0.7896 1.7346 2.0508  C2 1.431, C3 1.332, H11 1.168
5 H 3.0348 2.5928 3.4503  N1 0.987
6 H 2.9064 3.9865 2.6643  N1 1.038
7 H 2.4067 1.2950 1.1868  C2 1.162
8 H 2.0050 2.7474 0.6313  C2 1.052
9 H -0.1631 2.2315 3.8634  C3 1.109
10 H -1.1177 2.6974 2.4074  C3 1.089
11 H 0.6050 0.7029 1.5353  C4 1.168
12 H -1.6924 -6.2816 -0.7267  O14 1.001
13 H -2.0755 -6.0843 -2.1134  O14 0.961
14 O -1.2887 -5.9477 -1.5794  H12 1.001, H13 0.961
15 H -4.1586 -1.6606 -5.5624  O17 0.946
16 H -2.6496 -1.0898 -5.1092  O17 0.980
17 O -3.2281 -1.5943 -5.7185  H15 0.946, H16 0.980

2 | 2 unconnected molecules or ions with the total composition C3H11NO2, computed with ωB97M-V/def2-TZVPD.

## Properties
HOMO-LUMO gap = 10.408 eV
HOMO = -9.6 eV
SMILES = CN(C)O.CO
charge = 0
LUMO level = 0.823 eV

Each atom is followed by the atoms it is bonded to, with distances in Å.
Geometry (Å):
1 C -1.2852 0.1824 -0.5145  N3 1.511, H8 1.094, H9 1.093, H10 1.096
2 C -0.0343 -1.8338 0.1268  N3 1.465, H6 1.095, H7 1.095, H11 1.095
3 N -0.6504 -0.5966 0.6136  C1 1.511, C2 1.465, O4 1.455
4 O -1.7424 -0.9324 1.5146  N3 1.455, H5 0.974
5 H -2.0115 -1.8425 1.2967  O4 0.974
6 H 0.3171 -2.4381 0.9698  C2 1.095
7 H -0.7286 -2.4358 -0.4684  C2 1.095
8 H -1.6472 1.1388 -0.1265  C1 1.094
9 H -0.5690 0.3911 -1.3132  C1 1.093
10 H -2.1334 -0.3841 -0.9143  C1 1.096
11 H 0.8387 -1.5877 -0.4858  C2 1.095
12 C 1.7426 2.0057 -0.3394  O13 1.409, H15 1.094, H16 1.095, H17 1.094
13 O 1.7990 0.9490 0.5909  C12 1.409, H14 1.035
14 H 0.8769 0.5405 0.8249  O13 1.035
15 H 1.1668 2.8427 0.0661  C12 1.094
16 H 1.3022 1.6567 -1.2790  C12 1.095
17 H 2.7587 2.3440 -0.5625  C12 1.094

What are the relative energies? In kcal/mol: 1 70.7; 2 0.0.